This record from the Open Molecules 2025 dataset describes a molecular structure, C28H34N2OS2Sb2Tl. The level of theory is the ωB97M-V functional and the def2-TZVPD basis.

**Total charge**: -1
**HOMO energy**: -0.1524 hartree
**Energy above the lowest of the compared OMol25 structures with the same formula, charge and spin**: 11.1 kcal/mol
**Largest force on an atom**: 0.019 hartree/bohr
**Total energy**: -2721.46544 hartree
**Orbital gap**: 6.57 eV

Geometry (Å):
1 C 2.27 5.81 -4.98
2 C -3.49 -3.61 4.35
3 H 2.40 -0.37 3.49
4 H 1.11 -4.40 -2.17
5 C -4.32 2.94 -2.56
6 H -1.08 -0.75 7.05
7 H -2.03 -4.43 -1.07
8 C 3.04 3.72 -3.82
9 H 0.52 8.47 -3.81
10 N 0.06 3.01 -0.85
11 H 0.85 -2.53 3.31
12 H 2.21 1.11 4.44
13 C 1.22 6.82 -2.63
14 H -0.58 3.72 1.43
15 C 1.25 2.03 -2.58
16 H -2.16 -2.37 5.47
17 H -3.23 4.40 -1.44
18 H -0.36 -5.34 1.27
19 H 0.38 -5.57 -1.04
20 H 0.29 0.37 7.11
21 H -2.13 4.35 0.83
22 Sb 0.08 -3.02 -0.04
23 C -4.34 1.60 -2.97
24 C 2.41 5.08 -3.80
25 H 0.80 7.20 -1.70
26 C -3.64 -4.41 3.23
27 H -2.08 -2.74 -1.64
28 H 2.67 5.40 -5.90
29 H -4.32 -3.47 5.03
30 H 2.50 -0.44 5.27
31 C -2.28 -2.99 4.58
32 C -2.28 2.49 -1.33
33 H 1.99 5.05 -1.70
34 H 3.48 3.45 -2.87
35 O -1.51 0.23 -1.18
36 H -3.40 -0.32 -2.86
37 C -1.18 -3.15 3.73
38 C 0.09 -2.45 4.08
39 H -2.66 -5.27 1.54
40 C 1.00 -4.67 -1.12
41 Tl 0.31 0.48 0.40
42 C 2.01 0.04 4.42
43 S 1.83 2.40 -4.24
44 C 1.06 7.53 -3.81
45 H 1.50 7.58 -5.91
46 H 3.80 3.65 -4.60
47 S 1.96 0.63 -1.85
48 H -5.13 1.25 -3.61
49 C -1.91 -3.39 -0.78
50 H -4.59 -4.89 3.01
51 H 0.50 -2.86 5.01
52 C 1.89 5.61 -2.62
53 N 0.40 2.87 -2.14
54 C -1.31 -4.01 2.62
55 H 0.77 -4.38 2.24
56 C -2.32 1.10 -1.67
57 C -2.55 -4.62 2.39
58 C -1.18 2.98 -0.49
59 C -0.18 -4.36 1.72
60 H -2.62 -3.13 0.00
61 C -1.49 3.46 0.90
62 C -3.37 0.72 -2.54
63 H 1.98 -4.88 -0.71
64 Sb -0.13 -0.30 4.49
65 H 0.58 -1.37 6.93
66 H -2.04 2.70 1.45
67 C 1.60 7.02 -4.98
68 C -3.28 3.36 -1.75
69 C -0.08 -0.55 6.66
70 H -5.10 3.62 -2.88

Atom charges from the Mulliken analysis, given in e for atoms 1 to 6: -0.4459 -0.8457 0.3119 0.3787 -0.7731 0.3811